1.
C7H11BrCl9N2 | the ωB97M-V functional and the def2-TZVPD basis

The geometry in XYZ format:
```
30
C7H11BrCl9N2 | the OMol25 dataset | the ωB97M-V functional and the def2-TZVPD basis
Cl -0.7702 3.5678 3.1263
C -0.8729 1.8790 2.8396
C -1.1170 0.8652 3.6889
N -1.0477 -0.3366 2.9471
C -0.7885 0.0419 1.7106
Br -0.5700 -1.1412 0.2377
N -0.6801 1.3493 1.5540
H -1.3033 0.9446 4.7572
H -1.1565 -1.2912 3.2835
H -0.4621 1.8770 0.7157
C 1.4862 -1.4798 -2.7802
Cl 1.9202 -1.6054 -4.4807
Cl 0.1528 -2.5777 -2.3689
H 2.3504 -1.7367 -2.1761
H 1.1777 -0.4598 -2.5720
C 3.0136 1.3840 1.8627
Cl 3.7362 2.5181 3.0022
Cl 3.5564 1.6727 0.2062
H 3.2900 0.3744 2.1509
H 1.9352 1.4975 1.8989
C -3.7806 -2.7448 2.8100
Cl -4.9324 -3.9828 2.3284
Cl -3.1818 -3.0184 4.4595
H -2.9388 -2.7642 2.1225
H -4.2698 -1.7759 2.7725
C 1.1214 1.2649 -6.8646
Cl 1.8498 2.5264 -5.8595
Cl -0.5540 1.6502 -7.2707
H 1.6934 1.1749 -7.7820
H 1.1425 0.3265 -6.3196
```

Summary:
charge: +1
energy: -193154.9161 eV
maximum force: 3.61 eV/Å
HOMO level: -12.651 eV
orbital gap: 0.332 hartree
LUMO energy: -3.61 eV

Atom charges from the natural (NBO) analysis, given in e for atoms 1 to 2:
1 Cl 0.1440
2 C 0.0792

2.
C3H5NO2 | the ωB97M-V functional and the def2-TZVPD basis

The geometry in XYZ format:
```
11
C3H5NO2 | the OMol25 dataset | the ωB97M-V functional and the def2-TZVPD basis
H -0.9994 2.2997 -0.2142
N -0.2427 1.6583 -0.4569
C -0.3256 0.5837 0.1774
O -1.2349 0.1358 1.1148
C -0.5977 -1.1541 1.2862
C 0.4582 -0.7248 0.2598
O 1.4348 -1.1954 -0.2329
H -1.2494 -1.9753 0.9767
H -0.2336 -1.2991 2.3064
H 2.0245 0.5129 -2.5707
H 1.4695 0.9496 -2.3364
```

Summary:
SMILES: [H]/N=C1\OCC1=O.[H][H]
energy: -8774.6762 eV
maximum force: 0.72 eV/Å
HOMO level: -10.561 eV
orbital gap: 0.379 hartree
relative energy (zero: lowest compared OMol25 entry of this formula, charge and spin): 291.2 kJ/mol
LUMO energy: -0.25 eV

Atom charges from the natural (NBO) analysis, given in e for atoms 1 to 2:
1 H 0.3632
2 N -0.6208

3.
C2H4N2O2 | the ωB97M-V functional and the def2-TZVPD basis

The geometry in XYZ format:
```
10
C2H4N2O2 | the OMol25 dataset | the ωB97M-V functional and the def2-TZVPD basis
N -0.7037 -1.4693 0.8203
C -0.4788 -0.0863 0.4946
O -1.0096 0.8615 1.0291
N 0.4597 0.0319 -0.5155
C 0.9317 1.2460 -0.9970
O 1.7562 1.3170 -1.8752
H -1.6880 -1.6697 0.6344
H -0.6113 -1.5432 1.8334
H 0.8567 -0.8079 -0.9228
H 0.4872 2.1198 -0.5013
```

Summary:
SMILES: NC(=O)NC=O
energy: -9214.6196 eV
maximum force: 0.68 eV/Å
HOMO level: -10.454 eV
orbital gap: 0.409 hartree
relative energy (zero: lowest compared OMol25 entry of this formula, charge and spin): 58.2 kJ/mol
LUMO energy: 0.67 eV

Atom charges from the natural (NBO) analysis, given in e for atoms 1 to 2:
1 N -0.8997
2 C 0.7935

4.
C22H30FeN7S2 | the ωB97M-V functional and the def2-TZVPD basis

The geometry in XYZ format:
```
62
C22H30FeN7S2 | the OMol25 dataset | the ωB97M-V functional and the def2-TZVPD basis
Fe -0.7588 0.1148 -1.2147
N -4.0582 2.9137 -1.7105
C -3.1548 1.8816 -1.8592
S -1.5904 2.3257 -2.4643
N -3.5319 0.6669 -1.6215
N -2.5485 -0.2610 -1.8438
C -2.8279 -1.2902 -2.6349
C -1.7702 -2.0164 -3.1897
C -1.9726 -3.0660 -4.1240
C -0.8990 -3.6526 -4.7284
C 0.3957 -3.2137 -4.3936
C 0.5202 -2.1950 -3.4670
N -0.4928 -1.5919 -2.8694
H -3.6083 3.8149 -1.6570
H -4.7896 2.7537 -1.0340
H -3.8595 -1.4823 -2.9145
H -2.9875 -3.3666 -4.3497
H -1.0351 -4.4394 -5.4586
H 1.2647 -3.6640 -4.8483
H 1.5059 -1.8368 -3.1988
C 0.3537 3.5900 0.0930
C 0.0693 2.8181 1.3793
C -1.3138 2.1629 1.3207
C 1.1902 1.8312 1.6114
C 1.9784 1.9704 2.7338
C 3.0893 1.1691 2.9627
C 3.4651 0.2675 1.9761
C 2.7434 0.1070 0.8179
C 3.2700 -0.8071 -0.2587
C 3.3665 -0.0640 -1.5923
C 2.4166 -2.0729 -0.3747
C 1.4953 0.8109 0.6217
N 0.7057 0.5190 -0.3754
H -0.4005 4.3551 -0.0776
H 0.3384 2.9006 -0.7472
H 1.3353 4.0549 0.1493
H 0.0639 3.5349 2.2189
H -1.3102 1.3032 0.6332
H -2.0543 2.8748 0.9619
H -1.6229 1.8051 2.3015
H 1.7317 2.7431 3.4564
H 3.6817 1.2800 3.8601
H 4.3637 -0.3214 2.1198
H 4.2841 -1.1147 0.0413
H 2.3650 0.2284 -1.9027
H 3.8199 -0.6898 -2.3613
H 3.9719 0.8351 -1.4757
H 1.4061 -1.8251 -0.6989
H 2.3594 -2.5681 0.5949
H 2.8597 -2.7604 -1.0934
S -1.5554 -1.8679 0.6001
C -1.3041 -1.3180 2.1408
N -2.2530 -1.3958 3.1283
C -1.6662 -1.0972 4.4181
C -0.4229 -0.2928 4.0048
N -0.1778 -0.7761 2.6611
H -2.9856 -2.0783 3.0259
H -1.3873 -2.0138 4.9588
H -2.3559 -0.5205 5.0414
H 0.4399 -0.4740 4.6480
H -0.6329 0.7847 4.0040
H 0.4770 -0.2832 2.0546
```

Summary:
charge: -1
energy: -89790.3460 eV
maximum force: 3.87 eV/Å
spin multiplicity: 5
HOMO level (alpha / beta): -2.454 / -2.875 eV
orbital gap (alpha / beta): 0.168 / 0.176 hartree
LUMO energy (alpha / beta): 2.11 / 1.91 eV

Atom charges from the natural (NBO) analysis, given in e for atoms 1 to 2:
1 Fe 1.1396
2 N -0.8210

5.
C25H22BN4O2PSc | the ωB97M-V functional and the def2-TZVPD basis

The geometry in XYZ format:
```
56
C25H22BN4O2PSc | the OMol25 dataset | the ωB97M-V functional and the def2-TZVPD basis
Sc -0.4706 0.1658 0.1783
O -2.3777 2.7254 2.7049
C -1.3956 2.0711 2.5116
O -1.2406 1.3490 1.3999
C -0.2093 2.1276 3.4532
C -0.4158 2.9337 4.5718
C 0.5533 3.0828 5.5475
C 1.7636 2.4183 5.4245
C 1.9858 1.6125 4.3223
C 1.0201 1.4589 3.3249
P 1.5213 0.3686 1.9563
C 2.1499 -1.1453 2.7293
C 1.2142 -2.0688 3.1922
C 1.6298 -3.2305 3.8222
C 2.9858 -3.4794 3.9857
C 3.9222 -2.5642 3.5259
C 3.5088 -1.3968 2.9016
C 2.9027 1.1893 1.1197
C 3.2140 2.5270 1.3427
C 4.1996 3.1444 0.5825
C 4.8710 2.4344 -0.4003
C 4.5590 1.0990 -0.6311
C 3.5739 0.4797 0.1179
H -1.3670 3.4385 4.6609
H 0.3583 3.7136 6.4041
H 2.5299 2.5218 6.1808
H 2.9305 1.0884 4.2345
H 0.1511 -1.8727 3.0869
H 0.8974 -3.9402 4.1826
H 3.3130 -4.3880 4.4730
H 4.9787 -2.7567 3.6558
H 4.2458 -0.6904 2.5406
H 2.6972 3.0887 2.1098
H 4.4418 4.1828 0.7646
H 5.6387 2.9181 -0.9891
H 5.0830 0.5404 -1.3951
H 3.3433 -0.5653 -0.0624
B -2.3236 -0.5424 -2.7640
N -2.5065 -1.3685 -1.4266
C -3.4694 -2.2788 -1.3159
C -3.2664 -3.0384 -0.1685
C -2.1247 -2.5096 0.3919
N -1.6544 -1.5033 -0.3767
N -1.3732 0.7140 -2.6502
C -1.3283 1.6374 -3.6057
C -0.2635 2.5020 -3.3714
C 0.3111 2.0307 -2.2113
N -0.3567 0.9384 -1.7798
H -3.4085 -0.1300 -3.0609
H -1.8537 -1.2822 -3.5862
H -4.2340 -2.3406 -2.0722
H -3.8693 -3.8511 0.1941
H -1.6119 -2.7856 1.3004
H -2.0510 1.6138 -4.4044
H 0.0372 3.3467 -3.9644
H 1.1560 2.4069 -1.6535
```

Summary:
charge: +1
energy: -67001.5113 eV
maximum force: 0.79 eV/Å
HOMO level: -11.927 eV
orbital gap: 0.315 hartree
relative energy (zero: lowest compared OMol25 entry of this formula, charge and spin): 123.9 kJ/mol
LUMO energy: -3.36 eV

Atom charges from the natural (NBO) analysis, given in e for atoms 1 to 2:
1 Sc 2.0344
2 O -0.5234